(1)
# C5H32N2O9

A cluster of 10 separate species, C5H32N2O9 in total in a non-equilibrium geometry (ωB97M-V/def2-TZVPD, OMol25).

Energy relative to the best compared isomer or geometry (same formula, charge and spin) ... 283.6 kJ/mol
LUMO ... 0.242 eV
HOMO ... -8.567 eV
Gap between HOMO and LUMO ... 8.81 eV

Structure (XYZ):
```
48
Properties=species:S:1:pos:R:3:forces:R:3:mulliken_charge:R:1
C -2.493 1.101 2.162 -2.0 -0.3 -1.1 -0.842
N -1.080 1.316 2.259 -0.8 -1.4 -2.6 -0.119
C -0.617 2.089 1.082 1.8 0.0 2.0 0.426
C -0.606 3.612 1.379 -1.8 0.2 -0.9 -1.524
C 0.787 1.612 0.595 -0.6 1.5 -1.6 -0.935
C 0.759 0.124 0.116 -0.1 1.6 1.6 0.216
N 1.737 -0.660 0.892 -1.3 -1.1 -2.6 -0.325
H -2.914 0.365 2.842 0.1 0.6 1.0 0.419
H -3.152 1.996 1.981 0.6 -0.2 1.2 0.399
H -2.844 0.559 1.255 1.3 0.0 -0.3 0.063
H -0.744 1.605 3.133 0.3 0.8 1.1 0.273
H -1.284 1.827 0.262 -0.2 0.3 0.1 0.087
H -1.553 4.078 1.018 0.9 -0.2 -0.9 0.315
H 0.289 4.035 0.947 -0.1 0.6 -0.1 0.444
H -0.771 3.987 2.383 0.9 -0.8 0.9 0.357
H 1.006 2.358 -0.197 -0.3 -1.0 -0.1 0.304
H 1.667 1.857 1.195 -0.4 -0.5 0.9 0.387
H -0.276 -0.143 0.368 0.3 -0.8 0.0 0.109
H 0.841 0.002 -0.966 0.4 0.0 0.2 -0.187
H 1.561 -0.637 1.855 0.1 0.4 1.1 0.023
H 2.668 -0.492 0.595 0.8 0.4 0.2 0.221
O 1.779 -2.183 -2.857 0.0 0.7 0.2 -0.615
H 1.912 -2.514 -1.943 -0.1 -0.7 -0.1 0.441
H 1.927 -2.871 -3.503 0.2 -0.3 0.1 0.215
O -3.478 2.145 -1.221 0.6 0.3 -0.8 -0.625
H -3.594 1.535 -0.500 -0.2 -0.5 0.3 0.253
H -2.958 1.622 -1.861 -0.5 0.3 0.4 0.304
O 1.744 -3.287 -0.379 -0.5 0.6 -1.1 -0.707
H 1.427 -2.762 0.395 0.3 -0.5 -0.7 0.428
H 1.484 -4.212 -0.287 0.1 0.4 0.4 0.259
O 2.410 -3.818 1.867 0.5 -0.9 1.2 -0.671
H 1.781 -3.527 2.542 0.3 0.3 -0.3 0.344
H 2.971 -3.087 1.594 -0.3 0.0 0.2 0.312
O -0.947 -2.172 -2.525 -0.6 1.2 0.3 -0.591
H -1.028 -3.102 -2.702 0.4 -0.4 -0.2 0.237
H -0.027 -1.871 -2.669 -0.3 -1.0 0.0 0.368
O 0.373 -2.267 2.852 0.1 -0.9 0.4 -0.645
H 0.829 -1.663 3.443 -0.6 0.4 0.0 0.338
H -0.380 -1.868 2.410 0.1 0.6 0.3 0.266
O 1.665 0.442 -3.489 -0.1 0.3 0.3 -0.681
H 0.761 0.123 -3.556 -0.2 0.3 -0.4 0.328
H 1.965 -0.128 -2.774 0.5 -0.4 -0.2 0.364
O -3.633 -0.707 -1.415 -0.6 -1.0 0.8 -0.587
H -2.913 -1.340 -1.528 0.5 0.1 -0.3 0.291
H -4.258 -1.236 -0.871 0.3 0.7 -0.5 0.290
O 2.158 2.718 -1.779 0.5 1.2 0.4 -0.601
H 2.301 1.993 -2.382 0.0 -0.3 -0.8 0.317
H 2.754 3.448 -2.017 -0.3 -0.6 -0.1 0.257
```
Positions in Å, forces in eV/Å.

(2)
# C5H32N2O9S

A cluster of 10 separate species, C5H32N2O9S in total in a non-equilibrium geometry (ωB97M-V/def2-TZVPD, OMol25).

Energy relative to the best compared isomer or geometry (same formula, charge and spin) ... 486.5 kJ/mol
LUMO ... 0.290 eV
HOMO ... -8.321 eV
Gap between HOMO and LUMO ... 8.61 eV

Structure (XYZ):
```
49
Properties=species:S:1:pos:R:3:forces:R:3:mulliken_charge:R:1
C -0.589 -0.250 -4.210 1.5 -0.2 -5.1 -1.546
C -0.043 -0.360 -2.843 -1.6 -4.0 2.3 0.858
N 0.590 0.822 -2.322 -1.6 1.2 1.8 -0.402
C -1.363 -1.119 -2.025 2.3 -1.4 -2.2 -1.064
N -0.905 -1.722 -0.788 0.8 2.9 2.0 -0.036
C 0.086 -2.790 -0.932 -2.2 -0.9 -3.2 -0.619
C 0.612 -3.149 0.411 1.2 1.7 1.3 -0.065
S 2.434 -2.629 0.451 -0.3 -0.8 1.3 -0.282
H -1.421 0.413 -4.516 0.1 0.1 1.3 0.359
H -0.901 -1.218 -4.798 0.8 1.3 1.8 0.335
H 0.242 0.170 -4.897 -1.0 -0.6 0.8 0.347
H 0.733 -1.175 -2.673 -0.9 1.0 -1.2 0.089
H -0.156 1.491 -2.451 0.0 1.1 -0.4 0.365
H 0.711 0.906 -1.243 0.2 -1.0 -2.3 0.208
H -2.199 -0.448 -1.964 -0.3 0.5 0.7 0.332
H -1.757 -2.004 -2.722 1.0 1.8 1.3 0.293
H -0.464 -0.912 -0.187 -1.1 -2.0 -1.3 0.215
H 0.834 -2.582 -1.772 -0.4 -0.4 1.6 0.246
H -0.557 -3.584 -1.439 0.9 0.2 0.9 0.295
H -0.013 -2.598 1.187 1.1 -0.5 -0.9 -0.019
H 0.693 -4.159 0.776 -0.3 -0.6 -0.6 0.451
H 2.563 -1.890 -0.619 -0.4 0.5 -0.9 0.090
O -0.619 0.517 1.983 -0.2 -2.7 3.2 -0.095
H 0.069 0.574 1.354 1.5 0.3 -1.2 -0.067
H -0.301 -0.203 2.655 -1.0 2.1 -1.7 0.271
O 1.398 2.785 2.507 2.6 -1.6 0.6 -0.768
H 1.567 2.010 3.105 -0.2 1.2 -0.7 0.336
H 0.520 3.055 2.702 -1.6 0.4 0.3 0.381
O -1.634 1.933 -0.015 -1.2 2.8 2.0 -0.786
H -0.986 1.531 -0.525 1.9 -1.1 -1.5 0.209
H -1.163 2.646 0.533 -0.9 -1.5 -0.9 0.356
O -3.339 0.777 1.827 2.0 0.6 0.2 -0.675
H -4.071 0.752 1.260 -1.8 0.0 -1.0 0.262
H -2.571 0.867 1.204 -0.4 0.0 0.5 0.382
O 1.460 1.253 0.307 0.2 0.1 0.8 -0.733
H 2.314 0.816 0.259 0.2 -0.1 -0.6 0.232
H 1.594 1.917 1.023 -0.4 0.3 0.1 0.320
O -1.160 3.142 2.485 -0.9 -2.7 -0.1 -0.673
H -1.760 2.329 2.518 1.6 0.8 0.1 0.353
H -1.826 3.781 2.484 -1.4 2.3 0.1 0.271
O 3.301 1.095 -1.563 2.8 -2.3 1.8 -0.555
H 2.773 1.653 -2.021 -3.7 3.2 -1.4 0.241
H 3.753 0.804 -2.339 1.3 -1.1 -0.5 0.272
O 2.698 -0.824 3.056 2.6 -1.0 -2.8 -0.605
H 2.656 -0.601 2.056 -0.3 -0.5 2.4 0.239
H 3.532 -1.440 2.973 -2.4 1.6 0.7 0.351
O -2.385 -0.821 3.648 0.3 0.1 2.6 -0.702
H -2.184 -1.423 2.981 0.6 -2.0 -1.5 0.279
H -2.764 -0.139 3.121 -0.8 1.3 -0.6 0.453
```
Positions in Å, forces in eV/Å.

(3)
# C5H32NO10

A cluster of 10 separate species, C5H32NO10 in total in a non-equilibrium geometry (ωB97M-V/def2-TZVPD, OMol25).

Multiplicity ... 2
Charge ... +2
LUMO (alpha / beta) ... -6.289 / -13.173 eV
HOMO (alpha / beta) ... -15.656 / -15.655 eV
<S²> ... 0.76
Gap between HOMO and LUMO (alpha / beta) ... 9.37 / 2.48 eV

Structure (XYZ):
```
48
Properties=species:S:1:pos:R:3:forces:R:3:mulliken_spin:R:1
C -1.870 -0.496 1.181 1.8 0.2 1.5 0.064
O -0.835 0.360 1.697 0.0 -1.3 -1.3 0.538
C -1.859 -0.530 -0.339 -1.0 1.1 -2.7 0.046
C -2.651 -1.725 -0.834 -0.2 -1.8 0.2 0.014
C -2.019 -3.079 -0.335 -0.4 0.7 0.3 0.000
C -2.746 -1.741 -2.365 0.1 -0.5 -0.6 0.030
N -0.472 -0.647 -0.920 1.7 0.0 2.9 -0.004
H -1.490 -1.486 1.485 0.0 0.0 0.1 0.049
H -2.819 -0.331 1.643 -0.7 0.4 -0.1 -0.001
H -0.952 1.318 1.867 -1.1 0.9 0.3 -0.017
H -2.164 0.492 -0.779 -0.2 -1.6 1.0 0.008
H -3.680 -1.848 -0.459 0.4 1.1 0.2 -0.001
H -2.366 -3.836 -1.015 -0.3 -0.5 0.0 0.002
H -2.352 -3.297 0.676 -0.4 -0.3 0.1 0.006
H -0.948 -3.234 -0.257 0.6 0.5 -0.5 0.000
H -2.580 -0.770 -2.859 -0.5 -0.3 0.1 -0.001
H -2.041 -2.461 -2.773 0.6 0.2 0.0 -0.001
H -3.680 -2.253 -2.657 0.0 0.9 0.1 0.002
H 0.051 -0.363 -0.055 0.6 0.1 -1.3 0.001
H -0.029 -1.561 -1.130 -1.0 0.1 -0.2 -0.001
H -0.234 0.029 -1.645 0.2 0.4 -0.5 -0.002
H -1.938 2.187 -2.191 0.3 0.5 -0.1 0.001
H -1.440 2.399 -3.660 0.1 0.2 0.1 0.000
O -2.180 2.117 -3.115 -0.4 -0.6 0.0 0.001
H 4.957 -0.656 2.062 -0.2 0.3 0.6 0.000
H 4.591 -2.018 2.425 -0.3 0.0 0.5 0.000
O 4.453 -1.116 2.756 0.5 -0.2 -1.1 0.000
H -0.832 3.861 3.660 0.0 0.3 -0.1 0.000
H -1.599 2.559 3.726 -0.2 0.2 0.4 -0.001
O -1.498 3.352 3.179 0.2 -0.6 0.6 0.008
H -0.173 0.428 4.248 0.0 -0.6 0.2 -0.001
H -0.428 0.341 5.796 0.2 0.1 -0.5 0.000
O 0.020 0.839 5.090 -0.3 0.5 0.2 0.007
H -1.970 3.080 1.696 0.8 0.7 0.0 -0.012
H -1.214 2.743 0.236 0.1 0.9 0.3 -0.012
O -1.881 2.506 0.889 -0.4 -1.8 -0.7 0.276
H 1.123 1.770 -3.162 0.5 0.1 -0.1 0.000
H 2.088 1.547 -1.926 0.4 0.4 -0.8 0.000
O 1.208 1.378 -2.291 -1.2 -0.7 0.9 0.000
H 4.195 2.727 -1.429 0.0 -0.1 -0.2 0.000
H 4.513 2.459 -2.887 -0.1 -0.2 -0.1 0.000
O 3.916 2.182 -2.179 0.1 0.3 0.4 0.000
H 2.256 -4.356 -2.213 -0.6 0.3 -0.7 0.000
H 3.498 -3.864 -1.798 0.7 0.9 -0.1 0.000
O 2.773 -3.545 -2.355 -0.2 -1.1 0.9 0.000
H 2.427 -1.106 -1.011 0.4 -0.4 -0.5 0.000
H 3.160 -0.236 -0.037 0.3 -0.1 0.2 0.000
O 3.032 -1.165 -0.266 -0.7 0.5 0.2 0.000
```
Positions in Å, forces in eV/Å.

(4)
# C5H32NO11S

A cluster of 11 separate species, C5H32NO11S in total in a non-equilibrium geometry (ωB97M-V/def2-TZVPD, OMol25).

Energy relative to the best compared isomer or geometry (same formula, charge and spin) ... 504.5 kJ/mol
Charge ... -1
LUMO ... 2.652 eV
HOMO ... -6.363 eV
Gap between HOMO and LUMO ... 9.01 eV

Structure (XYZ):
```
50
Properties=species:S:1:pos:R:3:forces:R:3:mulliken_charge:R:1
C 1.822 -1.300 0.697 0.4 0.6 0.9 -0.072
C 1.421 -1.146 2.184 -3.2 3.6 -2.1 -0.720
S -0.141 -1.993 2.611 0.3 -0.7 0.4 -0.168
C 0.780 -0.908 -0.309 -1.8 0.7 -1.9 1.223
N 1.549 -0.273 -1.463 0.2 -0.4 2.1 -0.231
C 0.880 -0.105 -2.753 1.7 2.0 0.9 -0.753
C 0.088 1.170 -2.606 -2.4 -0.9 0.3 0.141
O -1.010 0.850 -1.772 -0.7 -0.2 1.8 -0.432
H 2.606 -0.543 0.556 0.0 0.0 0.1 -0.204
H 2.357 -2.230 0.439 -0.7 0.0 0.3 0.474
H 2.232 -1.414 2.770 1.1 -0.7 1.6 0.569
H 1.114 0.034 2.383 1.4 -2.9 -0.6 0.091
H -0.922 -1.567 1.600 0.3 0.2 0.2 -0.020
H -0.065 -0.224 0.016 1.6 -0.2 0.6 -0.282
H 0.061 -1.650 -0.703 1.1 -0.6 0.0 -0.398
H 1.678 0.653 -1.008 0.4 -0.5 -1.1 0.084
H 1.642 -0.049 -3.527 0.3 0.2 -0.2 0.344
H 0.349 -0.995 -2.966 -1.2 -0.6 -0.2 0.528
H 0.404 2.051 -2.118 2.4 0.5 0.4 -0.385
H -0.361 1.654 -3.420 -0.4 -0.1 -2.3 0.446
H 4.308 -1.594 -0.714 0.5 0.0 0.6 0.293
H 3.477 -1.739 -1.827 -3.0 1.3 -1.7 0.341
O 4.208 -2.158 -1.476 2.4 -1.3 1.1 -0.699
H 1.471 3.733 -2.760 -1.3 1.1 1.4 0.287
H 0.881 3.880 -1.271 0.3 0.2 -0.2 0.442
O 0.841 4.260 -2.178 1.2 -0.4 -2.2 -0.744
H -1.549 2.728 0.684 -2.8 4.3 0.3 0.077
H -0.759 1.827 3.225 -0.5 1.5 0.6 0.374
O -0.984 2.696 3.672 0.5 -1.3 -0.7 -0.644
H -0.614 -3.547 -0.284 2.3 0.5 0.4 0.293
H -2.015 -2.894 0.308 1.0 -0.5 -0.2 0.448
O -1.532 -3.587 -0.244 -2.7 -0.7 -0.3 -0.746
H -2.242 0.811 0.437 0.1 0.7 1.0 0.335
H -3.324 0.375 -0.450 -0.3 0.0 -0.1 0.409
O -3.129 0.365 0.495 -0.9 0.0 -1.0 -0.782
H -3.604 -2.203 -0.126 -1.1 -1.8 -4.4 0.320
H -3.666 -1.184 0.699 2.1 -0.8 1.7 0.376
O -3.272 -2.142 0.713 -1.2 2.2 3.3 -0.671
H -2.357 -2.998 -1.647 -1.4 1.5 -1.1 0.441
H -2.091 -1.614 -2.164 -0.9 0.1 -0.2 0.333
O -2.855 -2.234 -2.175 2.2 -1.4 1.2 -0.821
H 3.459 1.416 0.919 -0.3 0.6 0.6 0.344
H 2.215 2.246 0.683 0.0 0.3 0.4 0.380
O 2.906 2.094 1.363 0.5 -0.9 -1.0 -0.663
H -0.101 2.678 -0.042 0.4 -0.4 1.1 0.637
H -0.811 1.228 -0.842 -1.2 -0.4 -1.4 -0.185
O -1.191 1.919 0.628 2.6 -4.3 -0.4 -1.212
H 0.782 3.544 0.933 -0.1 -0.2 -0.4 0.270
H -1.316 3.210 2.927 0.0 -0.1 0.1 0.308
O 0.794 3.176 0.034 0.5 0.2 0.5 -0.776
```
Positions in Å, forces in eV/Å.